[1]
DFT (ωB97M-V with the def2-TZVPD basis set) results for a molecular structure, C9H13BN5O3ReS at a distorted geometry.

```
! wB97M-V def2-TZVPD RIJCOSX def2/J DEFGRID3
* xyz 1 4
Re 0.176 -0.226 -0.854
C 2.735 -0.769 1.110
O 2.108 0.319 0.407
C 1.993 1.552 1.164
C 0.565 1.677 1.662
O -0.307 1.628 0.507
C -1.343 2.634 0.441
H 3.637 -0.348 1.626
H 3.024 -1.511 0.380
H 1.974 -1.249 1.768
H 2.233 2.366 0.475
H 2.740 1.580 2.000
H 0.366 2.595 2.216
H 0.267 0.831 2.302
H -1.264 3.256 1.304
H -2.338 2.178 0.449
H -1.217 3.243 -0.414
O 0.313 1.031 -2.327
N -0.449 1.027 -3.516
C -1.579 0.468 -3.200
C -2.746 0.460 -4.078
N -3.808 0.362 -4.552
C -1.587 -0.203 -1.854
N -2.104 -0.209 -0.737
S 1.211 -1.899 -1.888
C 0.918 -2.267 -3.633
N 0.628 -2.555 -4.717
B -1.184 -2.964 2.665
C -0.642 -2.106 1.553
N -0.247 -1.332 0.752
H -0.375 -3.793 3.080
H -2.171 -3.601 2.405
H -1.527 -2.177 3.505
*
```

Values from the calculation:
Kohn-Sham gap (alpha / beta) = 6.90 / 5.16 eV
HOMO energy (alpha / beta) = -13.268 / -13.147 eV
E = -1351.004375 Ha

***

[2]
DFT (ωB97M-V with the def2-TZVPD basis set) results for a single C3H3Cl2F molecule at a distorted geometry.

```
! wB97M-V def2-TZVPD RIJCOSX def2/J DEFGRID3
* xyz 0 1
C 1.313 0.323 0.361
C 0.011 0.398 0.418
Cl -0.866 1.548 1.388
C -0.770 -0.524 -0.467
F -1.686 -1.303 0.244
Cl -1.657 0.211 -1.755
H 1.901 0.958 0.911
H 1.781 -0.454 -0.197
H -0.026 -1.157 -0.903
*
```

Values from the calculation:
Kohn-Sham gap = 11.16 eV
HOMO energy = -10.403 eV
E = -1136.332348 Ha
Energy above the lowest of the compared OMol25 structures with the same formula, charge and spin = 3.2 kcal/mol

***

[3]
DFT (ωB97M-V with the def2-TZVPD basis set) results for a molecular structure, C31H41N2O4P2S2Tc at a distorted geometry.

```
! wB97M-V def2-TZVPD RIJCOSX def2/J DEFGRID3
* xyz 1 2
Tc -0.226 0.094 1.107
C -1.154 -2.423 3.847
C -1.548 -3.015 2.499
C -0.420 -3.851 1.903
P -1.855 -1.585 1.355
C -3.494 -0.737 1.626
C -4.173 1.717 2.036
C -4.415 -1.258 2.718
C -1.990 -2.215 -0.347
C -3.033 -2.944 -0.902
C -3.023 -3.235 -2.258
C -1.988 -2.778 -3.060
C -0.946 -2.050 -2.517
C -0.933 -1.763 -1.154
N 0.079 -1.000 -0.556
C 1.359 -1.343 -0.915
C 1.602 -2.691 -1.275
C 2.807 -3.137 -1.746
C 3.855 -2.240 -1.930
C 3.682 -0.948 -1.502
C 2.487 -0.487 -0.932
P 2.718 1.210 -0.369
C 4.338 1.416 0.510
C 5.469 1.972 -0.352
C 4.763 0.112 1.191
C 2.646 2.356 -1.817
C 1.596 1.908 -2.832
C 2.487 3.809 -1.382
H -0.856 -3.201 4.544
H -1.981 -1.874 4.287
H -0.319 -1.738 3.709
H -2.449 -3.628 2.600
H 0.471 -3.240 1.771
H -0.709 -4.253 0.935
H -0.182 -4.687 2.559
H -4.017 -0.791 0.664
H -4.940 1.643 1.273
H -3.786 2.735 2.049
H -4.630 1.510 2.999
H -4.019 -1.044 3.705
H -4.575 -2.328 2.616
H -5.385 -0.774 2.624
H -3.850 -3.274 -0.278
H -3.828 -3.801 -2.696
H -1.996 -2.979 -4.119
H -0.153 -1.676 -3.144
H 0.789 -3.393 -1.164
H 2.936 -4.183 -1.967
H 4.786 -2.555 -2.369
H 4.495 -0.249 -1.611
H 4.104 2.149 1.292
H 5.717 1.321 -1.188
H 6.359 2.051 0.269
H 5.251 2.964 -0.741
H 5.243 -0.563 0.487
H 3.907 -0.396 1.628
H 5.463 0.334 1.992
H 3.627 2.236 -2.290
H 0.594 1.890 -2.409
H 1.831 0.910 -3.201
H 1.602 2.588 -3.682
H 1.459 4.028 -1.104
H 2.764 4.466 -2.205
H 3.127 4.043 -0.530
O 0.300 1.418 2.701
S 1.634 1.105 2.280
O 2.713 1.756 2.906
O 1.776 -0.298 1.960
O 1.616 1.722 0.645
S -4.757 0.800 -0.953
C -3.033 0.727 1.830
N -2.054 1.036 0.787
C -2.305 1.881 -0.245
C -1.250 2.705 -0.693
C -1.417 3.659 -1.668
C -2.671 3.867 -2.241
C -3.710 3.042 -1.890
C -3.537 1.999 -0.967
H -2.447 0.737 2.761
H -0.308 2.614 -0.177
H -0.591 4.285 -1.976
H -2.815 4.659 -2.959
H -4.683 3.149 -2.348
*
```

Values from the calculation:
Kohn-Sham gap (alpha / beta) = 4.67 / 4.87 eV
HOMO energy (alpha / beta) = -9.570 / -9.841 eV
E = -3175.985362 Ha

***

[4]
DFT (ωB97M-V with the def2-TZVPD basis set) results for 5 unconnected molecules or ions with the total composition C30H73N3 at a distorted geometry.

```
! wB97M-V def2-TZVPD RIJCOSX def2/J DEFGRID3
* xyz 0 1
C -0.999 5.860 4.555
C -1.440 4.489 3.842
N -0.413 3.960 2.936
C 0.899 3.622 3.464
C 1.051 2.553 4.505
C -0.990 2.934 2.114
C -0.132 2.249 1.154
H -0.729 6.609 4.008
H -0.323 5.545 5.254
H -1.663 6.049 5.352
H -2.305 4.645 3.092
H -1.560 3.645 4.485
H 1.153 4.498 3.956
H 1.620 3.438 2.790
H 2.152 2.340 4.521
H 0.789 1.496 4.152
H 0.592 2.597 5.646
H -1.724 3.431 1.342
H -1.574 2.322 2.598
H 0.563 1.624 1.614
H 0.358 2.947 0.463
H -0.598 1.374 0.478
C -2.396 -5.108 1.358
C -1.226 -4.096 1.616
N -1.531 -2.825 0.964
C -1.089 -1.634 1.679
C 0.460 -1.259 1.570
C -1.432 -2.858 -0.517
C -2.112 -1.707 -1.248
H -2.251 -5.897 0.464
H -3.096 -4.536 1.148
H -2.548 -5.762 2.122
H -0.168 -4.640 1.197
H -1.112 -3.890 2.739
H -1.327 -1.816 2.693
H -1.668 -0.580 1.367
H 0.688 -0.477 2.367
H 0.650 -0.774 0.475
H 1.188 -1.878 1.764
H -1.790 -3.699 -0.882
H -0.377 -3.082 -0.715
H -1.759 -1.799 -2.313
H -1.500 -0.905 -0.816
H -3.287 -1.711 -1.123
C 4.057 -2.049 -0.541
C 4.091 -3.433 -0.009
N 5.466 -4.152 -0.195
C 5.885 -5.032 0.733
C 5.097 -6.353 0.870
C 5.681 -4.496 -1.601
C 6.754 -3.479 -2.174
H 4.966 -1.591 -0.467
H 3.070 -1.661 -0.258
H 3.798 -2.198 -1.690
H 3.426 -4.053 -0.487
H 3.812 -3.182 1.033
H 5.827 -4.456 1.704
H 6.825 -5.149 0.684
H 4.037 -5.965 1.002
H 5.282 -6.952 1.730
H 5.111 -6.826 -0.010
H 4.684 -4.402 -2.211
H 6.133 -5.564 -1.617
H 6.316 -2.550 -2.266
H 6.877 -3.571 -3.151
H 7.578 -3.671 -1.532
C -2.685 3.169 -1.883
C -3.641 1.993 -1.604
C -4.188 1.794 -0.158
C -5.357 2.724 0.014
C -5.802 2.971 1.458
C -6.984 4.029 1.615
H -1.916 3.045 -1.242
H -3.276 4.037 -1.751
H -2.506 3.218 -2.980
H -2.890 1.061 -1.759
H -4.439 1.859 -2.243
H -3.629 2.117 0.618
H -4.618 0.835 0.073
H -6.285 2.507 -0.448
H -5.123 3.635 -0.362
H -4.941 3.308 2.054
H -6.181 2.024 1.996
H -7.943 3.463 1.685
H -6.698 4.972 1.438
H -7.170 4.172 2.779
C 3.177 1.030 -2.600
C 1.860 0.706 -1.972
C 0.599 1.163 -2.716
C 0.390 0.494 -4.154
C -0.705 1.106 -5.062
C -0.920 0.245 -6.402
H 3.758 0.951 -1.678
H 2.827 2.141 -2.937
H 3.392 0.708 -3.722
H 1.609 1.399 -1.022
H 1.667 -0.168 -1.447
H 0.418 2.397 -2.666
H -0.230 1.080 -2.037
H 0.351 -0.647 -4.068
H 1.235 0.687 -4.524
H -0.580 2.102 -5.485
H -1.511 1.166 -4.548
H -0.838 -0.942 -6.043
H -0.202 0.448 -7.036
H -1.849 0.477 -6.936
*
```

Values from the calculation:
Kohn-Sham gap = 8.64 eV
HOMO energy = -7.926 eV
E = -1350.454137 Ha
Energy above the lowest of the compared OMol25 structures with the same formula, charge and spin = 133.3 kcal/mol